The following is a quantum chemistry calculation of one molecule with the formula C7H18IN2O3P, from the OMol25 dataset.

## Properties
- Net charge: 0
- E_HOMO: -8.53 eV
- Calculated total energy: -1251.79883 Eh
- 2S+1: 1
- SMILES string: NCCO[C@@](CN)(CCCI)P(O)O
- Gap between HOMO and LUMO: 9.17 eV

```
32
Properties=species:S:1:pos:R:3:nbo_charge:R:1
N -3.831 0.687 -0.871 -0.85
C -2.686 -0.181 -1.162 -0.23
C -1.700 -0.242 0.003 -0.10
O -0.713 0.785 -0.060 -0.56
C 0.669 0.525 -0.259 -0.05
C 1.145 1.790 -1.019 -0.24
N 2.594 1.975 -0.967 -0.85
C 1.411 0.467 1.099 -0.44
C 0.755 -0.358 2.219 -0.44
C 1.485 -1.666 2.472 -0.48
I 0.394 -2.927 3.818 0.03
P 1.263 -0.902 -1.330 1.33
O 0.127 -0.885 -2.532 -1.01
O 0.641 -2.168 -0.459 -1.02
H -4.037 1.314 -1.634 0.36
H -4.668 0.160 -0.667 0.36
H -3.003 -1.201 -1.401 0.18
H -2.174 0.214 -2.040 0.17
H -1.244 -1.224 0.098 0.21
H -2.282 -0.045 0.907 0.19
H 0.571 2.620 -0.595 0.20
H 0.861 1.721 -2.074 0.18
H 2.924 2.446 -1.798 0.37
H 2.868 2.546 -0.178 0.36
H 1.494 1.500 1.450 0.21
H 2.437 0.126 0.933 0.23
H -0.296 -0.545 2.016 0.22
H 0.778 0.221 3.142 0.21
H 1.610 -2.258 1.574 0.24
H 2.444 -1.507 2.958 0.21
H -0.343 -0.046 -2.622 0.49
H 0.503 -2.942 -1.023 0.51
```

***

The following is a quantum chemistry calculation of a 2-piece molecular cluster, C6H13NO overall, from the OMol25 dataset.

## Properties
- Net charge: 0
- E_HOMO: -6.13 eV
- Calculated total energy: -366.08098 Eh
- 2S+1: 1
- Energy above the lowest of the compared OMol25 structures with the same formula, charge and spin: 9.604 eV
- Gap between HOMO and LUMO: 3.23 eV

```
21
Properties=species:S:1:pos:R:3:nbo_charge:R:1
C -1.744 0.094 -0.446 -0.22
C -0.453 0.749 -0.256 -0.27
C -0.597 2.279 -0.051 -0.60
C 0.801 0.725 -1.269 -0.59
C -1.952 -1.198 0.048 0.29
N 2.838 -1.424 0.684 -0.76
C 3.059 0.085 0.969 -0.26
O -3.104 -1.612 0.041 -0.56
H -2.624 0.622 -0.874 0.22
H -1.018 -1.805 0.391 0.10
H -0.030 0.317 0.743 0.18
H -1.436 2.613 0.737 0.21
H -0.804 2.799 -0.995 0.21
H 0.367 2.606 0.363 0.20
H 1.177 -0.268 -1.330 0.22
H 0.644 1.212 -2.237 0.21
H 1.590 1.301 -0.671 0.21
H 2.225 -1.462 1.531 0.37
H 3.817 -1.684 0.877 0.37
H 4.146 0.013 0.644 0.24
H 2.233 0.205 1.730 0.24
```

***

The following is a quantum chemistry calculation of a 2-piece molecular cluster, C6H17NO2Si overall, from the OMol25 dataset.

## Properties
- Net charge: 0
- E_HOMO: -7.64 eV
- Calculated total energy: -733.44655 Eh
- 2S+1: 1
- Energy above the lowest of the compared OMol25 structures with the same formula, charge and spin: 3.596 eV
- Gap between HOMO and LUMO: 7.91 eV

```
27
Properties=species:S:1:pos:R:3:nbo_charge:R:1
C 2.881 0.544 0.375 -0.62
C 1.034 0.424 2.239 -0.57
C -1.246 2.189 -1.058 -0.40
C 0.362 -2.699 -1.388 -0.23
C -3.027 -0.908 0.648 -0.22
C 1.446 0.754 0.714 -0.67
N -0.344 1.136 -1.596 -1.11
O 0.806 -1.314 -1.421 -0.95
O -1.765 -1.184 1.027 -0.85
Si 0.272 -0.073 -0.582 2.18
H 3.101 -0.457 0.042 0.21
H 3.279 1.235 -0.322 0.22
H 3.409 0.641 1.400 0.21
H 0.031 0.633 2.380 0.23
H 1.555 1.164 2.809 0.19
H 1.361 -0.511 2.396 0.20
H -1.114 2.978 -1.868 0.20
H -2.208 1.865 -0.836 0.21
H -0.722 2.459 -0.107 0.19
H -0.298 -2.806 -2.329 0.18
H -0.022 -2.888 -0.440 0.21
H 1.076 -3.439 -1.641 0.19
H -3.414 0.125 0.890 0.10
H -3.795 -1.580 1.054 0.14
H -3.238 -0.986 -0.419 0.11
H 1.177 1.787 0.592 0.22
H -0.598 0.911 -2.558 0.40
```

***

The following is a quantum chemistry calculation of an isolated ion of composition CHNO5S2 and charge -2, from the OMol25 dataset.

## Properties
- Net charge: -2
- E_HOMO (alpha / beta): -0.42 / -0.41 eV
- Calculated total energy: -1265.92159 Eh
- 2S+1: 1
- Energy above the lowest of the compared OMol25 structures with the same formula, charge and spin: 3.848 eV
- Gap between HOMO and LUMO (alpha / beta): 6.82 / 6.75 eV

```
10
Properties=species:S:1:pos:R:3:nbo_charge:R:1
C -0.434 -0.121 -0.353 -0.44
N -1.004 1.310 -0.773 -0.56
O -2.727 -0.688 0.917 -1.04
O 2.094 -1.015 -0.405 -1.03
O -0.851 -2.382 0.964 -1.03
O 1.398 0.791 1.087 -1.03
O 1.639 1.179 -1.229 -1.07
S -1.201 -0.906 1.038 1.54
S 1.260 0.182 -0.225 2.34
H -0.174 1.651 -1.021 0.31
```

***

The following is a quantum chemistry calculation of C17H12HfN7O3S2Te as an isolated structure, from the OMol25 dataset.

## Properties
- Net charge: +1
- E_HOMO: -11.42 eV
- Calculated total energy: -2376.23875 Eh
- 2S+1: 1
- Energy above the lowest of the compared OMol25 structures with the same formula, charge and spin: 0.000 eV
- Gap between HOMO and LUMO: 7.59 eV

```
43
Properties=species:S:1:pos:R:3:nbo_charge:R:1
Hf -0.154 -1.187 -0.064 1.98
N 8.195 -2.032 0.143 -0.75
C 6.853 -1.918 0.100 0.25
C 6.238 -0.666 0.318 -0.26
C 4.875 -0.544 0.265 -0.14
C 4.094 -1.668 -0.005 -0.40
C 4.676 -2.919 -0.227 -0.14
C 6.041 -3.039 -0.176 -0.27
S 2.390 -1.501 -0.037 2.23
O 1.705 -2.606 -0.746 -0.94
O 1.720 -1.403 1.288 -0.94
N 1.836 -0.158 -0.692 -0.99
C 1.529 -0.180 -2.051 0.58
N 0.236 -0.524 -2.218 -0.61
C -0.254 -0.562 -3.460 0.15
C 0.555 -0.230 -4.526 -0.29
C 1.875 0.104 -4.243 0.14
N 2.373 0.125 -3.007 -0.43
H 8.773 -1.243 0.369 0.41
H 8.645 -2.920 0.022 0.41
H 6.852 0.202 0.521 0.23
H 4.404 0.419 0.419 0.25
H 4.052 -3.775 -0.447 0.25
H 6.505 -3.999 -0.354 0.23
H -1.290 -0.852 -3.572 0.23
H 0.184 -0.239 -5.539 0.25
H 2.566 0.360 -5.037 0.22
Te -2.395 -2.696 -0.682 0.17
C -1.272 -3.056 1.088 -0.69
C -1.292 -2.373 2.298 -0.26
C -0.472 -2.961 3.285 -0.24
C 0.135 -4.101 2.836 -0.37
S -0.258 -4.452 1.222 0.58
H -1.892 -1.485 2.459 0.27
H -0.340 -2.560 4.279 0.25
H 0.806 -4.740 3.389 0.26
O -1.147 0.397 0.651 -0.68
N -0.339 1.054 1.536 0.01
C 0.159 2.140 1.054 0.01
C -0.061 2.503 -0.322 0.24
N -0.271 2.717 -1.430 -0.23
C 1.029 2.934 1.865 0.23
N 1.751 3.574 2.485 -0.19
```

***

The following is a quantum chemistry calculation of CHClNOP as an isolated structure, from the OMol25 dataset.

## Properties
- Net charge: 0
- E_HOMO: -10.23 eV
- Calculated total energy: -970.21334 Eh
- 2S+1: 1
- Energy above the lowest of the compared OMol25 structures with the same formula, charge and spin: 1.658 eV
- Gap between HOMO and LUMO: 8.61 eV

```
6
Properties=species:S:1:pos:R:3:nbo_charge:R:1
C 1.471 1.350 -1.644 0.76
N 0.599 1.396 -0.846 -0.74
O 2.298 1.396 -2.475 -0.54
P 0.726 -0.253 0.780 0.84
Cl 0.639 0.950 2.359 -0.23
H -0.564 -0.415 0.756 -0.09
```

***

The following is a quantum chemistry calculation of a 5-piece molecular cluster, C15H28Br9FN3 overall, from the OMol25 dataset.

## Properties
- Net charge: +1
- E_HOMO: -11.79 eV
- Calculated total energy: -24018.38458 Eh
- 2S+1: 1
- Gap between HOMO and LUMO: 9.09 eV

```
56
Properties=species:S:1:pos:R:3:nbo_charge:R:1
C 0.942 3.150 -1.011 -0.68
C 0.268 2.129 -1.931 0.36
F 1.190 1.726 -2.877 -0.34
N -0.222 0.920 -1.287 -0.20
N 0.339 0.198 -0.261 -0.21
C -0.414 -0.794 -0.063 0.19
N -1.507 -0.778 -0.944 -0.51
C -1.333 0.315 -1.658 0.51
C -2.308 0.742 -2.730 -0.46
C -3.109 1.970 -2.184 -0.43
C -4.314 1.530 -1.315 -0.44
Br -3.873 1.745 0.583 0.01
H 0.823 2.950 0.049 0.25
H 0.595 4.152 -1.276 0.24
H 2.007 3.138 -1.264 0.25
H -0.533 2.634 -2.467 0.20
H -0.251 -1.561 0.702 0.26
H -2.259 -1.454 -1.017 0.47
H -2.976 -0.081 -2.992 0.24
H -1.725 1.018 -3.614 0.26
H -2.429 2.493 -1.505 0.22
H -3.367 2.684 -2.970 0.24
H -5.158 2.182 -1.536 0.24
H -4.574 0.485 -1.492 0.22
Br -7.589 -1.859 -3.025 0.02
C -5.791 -1.869 -3.760 -0.46
C -5.012 -3.073 -3.300 -0.43
Br -4.409 -2.874 -1.452 -0.03
H -5.329 -0.928 -3.473 0.21
H -5.921 -1.893 -4.840 0.24
H -4.102 -3.187 -3.886 0.23
H -5.584 -3.994 -3.341 0.25
Br -0.116 1.608 2.062 -0.03
C 0.280 2.268 3.857 -0.44
C 1.677 2.823 3.942 -0.46
Br 3.016 1.410 4.019 -0.01
H 0.103 1.442 4.539 0.24
H -0.451 3.053 4.045 0.23
H 1.804 3.384 4.865 0.24
H 1.937 3.454 3.098 0.23
Br 8.671 -0.034 2.540 0.01
C 7.044 -0.253 1.498 -0.46
C 5.823 0.105 2.302 -0.44
Br 5.366 -1.305 3.570 -0.02
H 7.033 -1.279 1.142 0.23
H 7.152 0.422 0.652 0.23
H 4.952 0.198 1.656 0.23
H 5.943 1.017 2.877 0.24
Br 1.551 -5.610 0.793 0.00
C 2.548 -4.008 1.271 -0.45
C 2.165 -3.503 2.635 -0.43
Br 0.444 -2.586 2.605 -0.02
H 2.371 -3.281 0.484 0.22
H 3.594 -4.307 1.258 0.24
H 2.877 -2.755 2.976 0.25
H 2.085 -4.291 3.377 0.24
```

***

The following is a quantum chemistry calculation of a 3-piece molecular cluster, C6H10N2 overall, from the OMol25 dataset.

## Properties
- Net charge: 0
- E_HOMO: -8.12 eV
- Calculated total energy: -343.79504 Eh
- 2S+1: 1
- Energy above the lowest of the compared OMol25 structures with the same formula, charge and spin: 9.298 eV
- Gap between HOMO and LUMO: 7.99 eV

```
18
Properties=species:S:1:pos:R:3:nbo_charge:R:1
C -0.464 -1.557 -0.813 -0.62
C -0.877 -0.476 0.163 -0.03
C -1.914 -0.567 1.095 -0.42
C -0.363 0.929 0.054 0.18
C -1.090 2.005 -0.471 -0.54
C 2.053 -0.334 0.230 0.28
H -1.081 -1.332 -1.769 0.25
H 0.716 -1.833 -1.024 0.19
H -0.995 -2.430 -0.534 0.23
H -2.191 -1.518 1.720 0.23
H -1.892 0.542 1.479 0.22
H -2.170 1.925 -0.280 0.22
H -0.605 2.842 -0.847 0.20
H 1.282 1.667 -0.079 0.38
H 1.480 -1.827 -0.090 0.21
H 3.773 1.234 0.691 0.32
N 1.026 0.821 0.213 -0.66
N 3.312 -0.091 0.263 -0.64
```